1.
# C5H15N2

A gas-phase ion, C5H15N2 (charge +1) (ωB97M-V/def2-TZVPD, the OMol25 dataset).

Properties
Orbital gap = 11.48 eV
Total charge = +1
E_LUMO = -0.107 Eh
Energy above the lowest of the compared OMol25 structures with the same formula, charge and spin = 52.6 kcal per mole
Multiplicity = 1
SMILES = CCNC[C@@H](C)[NH3+]

Last column: Mulliken charge in e.
Element x y z (Å)
N 0.363 1.724 0.377  -0.308
N 0.664 -0.714 0.218  -0.558
C -0.991 2.109 -1.700  -1.211
C -0.305 -0.230 -0.858  -0.795
C 0.161 1.204 -1.021  -0.058
C -0.077 -1.431 1.228  -0.131
C 0.686 -2.614 1.722  -1.385
H -0.811 3.008 -1.128  0.394
H -0.772 2.334 -2.746  0.352
H 0.525 0.723 0.791  0.434
H 1.070 1.319 -1.539  0.521
H -0.131 -0.773 -1.773  0.327
H -0.912 -1.866 0.627  0.314
H -1.371 -0.065 -0.568  0.453
H -0.348 -0.865 2.029  0.288
H -0.501 2.272 0.564  0.357
H -2.036 1.753 -1.584  0.322
H 0.659 -3.139 0.783  0.390
H 1.199 -1.360 -0.373  0.369
H 1.111 2.380 0.365  0.269
H 1.712 -2.514 2.192  0.301
H 0.106 -3.255 2.395  0.357



2.
# C14H27N3O3

C14H27N3O3 in the gas phase (ωB97M-V/def2-TZVPD, the OMol25 dataset).

Properties
Orbital gap = 9.42 eV
Total charge = 0
E_LUMO = 0.021 Eh
Energy above the lowest of the compared OMol25 structures with the same formula, charge and spin = 58.3 kcal per mole
Multiplicity = 1
SMILES = CNC(=O)[C@H](NC(=O)[C@@H](CC(C)C)NC(C)=O)C(C)C

Last column: Mulliken charge in e.
Element x y z (Å)
O 0.083 -0.749 -1.443  -0.803
O -2.165 -3.439 1.052  -0.703
O 1.742 0.832 2.012  -0.698
N 0.194 -0.936 0.737  -0.078
N 0.052 2.032 0.981  -0.109
N -1.245 -3.086 -1.056  0.083
C -0.134 -2.422 1.008  -0.357
C -2.267 -3.794 -1.776  -0.995
C 0.169 1.420 -0.303  0.200
C -1.261 -3.024 0.258  -0.162
C 0.061 -0.214 -0.356  0.364
C -0.238 3.473 -1.994  0.944
C 2.312 -2.418 1.601  -1.729
C 0.859 1.731 1.972  0.633
C 1.242 -3.114 0.809  1.147
C 0.673 2.603 3.133  -1.233
C 1.171 -4.592 1.173  -1.577
C -0.743 2.160 -1.414  -1.358
C -0.244 4.645 -0.953  -1.626
C -1.208 3.971 -2.956  -1.630
H -2.079 4.495 -2.460  0.342
H 0.644 -5.131 0.351  0.371
H 0.709 3.293 -2.516  0.318
H -0.204 -2.549 2.041  0.548
H -1.708 3.163 -3.440  0.444
H 0.801 -0.540 1.475  0.249
H -1.803 -3.994 -2.730  0.357
H -0.731 2.769 1.049  0.469
H -3.106 -3.183 -2.084  0.316
H 1.169 1.551 -0.693  0.150
H -1.280 4.884 -0.653  0.368
H -0.821 4.680 -3.667  0.406
H 2.156 -4.973 1.095  0.450
H -1.797 2.343 -1.029  0.322
H 0.276 5.422 -1.554  0.395
H 3.229 -3.006 1.416  0.385
H 0.677 -4.926 2.072  0.339
H 1.531 -3.031 -0.258  0.144
H 2.250 -2.186 2.655  0.367
H 2.586 -1.427 1.218  0.393
H -0.585 -2.553 -1.533  0.243
H 0.366 4.482 -0.143  0.493
H -2.504 -4.679 -1.140  0.323
H 1.618 2.637 3.715  0.346
H -0.136 2.233 3.777  0.279
H 0.421 3.597 2.809  0.366
H -0.731 1.547 -2.258  0.503